97
Properties=species:S:1:pos:R:3:lowdin_charge:R:1 method="wB97M-V/def2-TZVPD" molar_mass_g_mol=835.28 charge=0 e_homo_ev=-9.3 e_tot_ev=-85999.60381 smiles="N[C@@H]1C(=O)O[C@](Cl)(CCCF)[C@@H]1N.O=C1c2ccccc2C(=O)c2ccccc21.O=C1c2ccccc2C(=O)c2ccccc21.O=C1c2ccccc2C(=O)c2ccccc21" max_force_ev_per_a=0.59 gap_ev=8.148
N 1.7028 0.4647 5.4079 0.09
C 2.6956 -0.2320 4.6186 -0.28
C 3.6664 -1.0516 5.4866 -0.41
O 3.4373 -1.7900 6.3898 0.17
O 4.9706 -0.8214 5.0455 0.01
C 4.8697 -0.3444 3.7191 -0.69
Cl 4.3929 -1.7875 2.6697 0.78
C 6.2293 0.1148 3.2291 -0.17
C 6.4010 0.4273 1.7379 -0.18
C 5.4529 1.4380 1.1127 -0.18
F 4.2176 0.8582 0.7653 -0.10
C 3.6944 0.6307 3.8189 -0.29
N 4.0862 1.7631 4.6946 0.08
H 0.8206 0.4666 4.9163 0.07
H 1.9596 1.4192 5.6166 0.06
H 2.1622 -0.8901 3.9269 0.14
H 6.5592 0.9855 3.8082 0.12
H 6.9174 -0.6962 3.4941 0.13
H 6.4061 -0.4850 1.1363 0.11
H 7.3999 0.8723 1.6339 0.12
H 5.2412 2.2720 1.7955 0.12
H 5.8817 1.8365 0.1888 0.12
H 3.3375 1.0188 2.8664 0.13
H 3.6119 2.6002 4.3790 0.09
H 5.0768 1.9583 4.6506 0.06
O -0.7471 2.9245 4.4109 0.09
C -1.8033 3.4901 4.2161 -0.28
C -2.6453 3.0928 3.0563 -0.09
C -2.1884 2.0747 2.2341 0.00
C -2.9342 1.6731 1.1439 -0.05
C -4.1558 2.2834 0.8732 -0.05
C -4.6165 3.3063 1.6892 0.00
C -3.8586 3.7208 2.7799 -0.08
C -4.3409 4.8448 3.6323 -0.28
O -5.3713 5.4293 3.3774 0.11
C -3.5046 5.2335 4.8093 -0.08
C -3.9452 6.2594 5.6353 0.00
C -3.1987 6.6248 6.7428 -0.05
C -2.0079 5.9675 7.0324 -0.06
C -1.5585 4.9495 6.2093 0.00
C -2.3015 4.5817 5.0948 -0.08
H -1.2379 1.6092 2.4533 0.12
H -2.5735 0.8759 0.5049 0.09
H -4.7454 1.9624 0.0247 0.11
H -5.5586 3.7965 1.4866 0.12
H -4.8743 6.7604 5.4017 0.12
H -3.5458 7.4225 7.3858 0.11
H -1.4314 6.2505 7.9030 0.11
H -0.6346 4.4301 6.4226 0.12
O 0.8650 -6.1417 -1.2566 0.11
C 0.2472 -5.1090 -1.1147 -0.27
C -1.2350 -5.0683 -1.2789 -0.08
C -1.9109 -6.2427 -1.5815 0.00
C -3.2885 -6.2313 -1.7180 -0.05
C -3.9982 -5.0470 -1.5528 -0.06
C -3.3290 -3.8716 -1.2597 0.00
C -1.9465 -3.8772 -1.1232 -0.08
C -1.2434 -2.5997 -0.8305 -0.28
O -1.8498 -1.5493 -0.7470 0.07
C 0.2334 -2.6409 -0.6409 -0.08
C 0.9061 -1.4675 -0.3189 0.00
C 2.2732 -1.4892 -0.0996 -0.07
C 2.9750 -2.6850 -0.2080 -0.09
C 2.3129 -3.8547 -0.5412 0.01
C 0.9410 -3.8381 -0.7583 -0.08
H -1.3474 -7.1568 -1.7061 0.12
H -3.8134 -7.1476 -1.9533 0.11
H -5.0752 -5.0425 -1.6552 0.11
H -3.8677 -2.9425 -1.1359 0.12
H 0.3473 -0.5457 -0.2337 0.12
H 2.7944 -0.5772 0.1626 0.08
H 4.0419 -2.7024 -0.0289 0.09
H 2.8483 -4.7897 -0.6300 0.12
O -1.0842 -2.8515 -4.9801 0.11
C -1.0753 -1.9008 -5.7333 -0.27
C -1.2900 -0.5149 -5.2290 -0.08
C -1.4795 -0.3217 -3.8681 0.01
C -1.6536 0.9560 -3.3662 -0.05
C -1.6388 2.0492 -4.2265 -0.05
C -1.4606 1.8622 -5.5873 0.00
C -1.2879 0.5803 -6.0948 -0.08
C -1.1102 0.3979 -7.5634 -0.28
O -1.1535 1.3416 -8.3231 0.11
C -0.8738 -0.9865 -8.0669 -0.08
C -0.6714 -1.1816 -9.4275 0.00
C -0.4301 -2.4547 -9.9143 -0.06
C -0.3892 -3.5394 -9.0449 -0.06
C -0.5975 -3.3523 -7.6894 0.00
C -0.8430 -2.0772 -7.1954 -0.08
H -1.4911 -1.1764 -3.2078 0.10
H -1.7999 1.0977 -2.3031 0.10
H -1.7688 3.0490 -3.8334 0.11
H -1.4530 2.7027 -6.2672 0.12
H -0.7031 -0.3293 -10.0917 0.12
H -0.2712 -2.6045 -10.9740 0.11
H -0.1948 -4.5325 -9.4276 0.11
H -0.5721 -4.1870 -7.0028 0.12



105
Properties=species:S:1:pos:R:3:lowdin_charge:R:1 method="wB97M-V/def2-TZVPD" molar_mass_g_mol=1194.58 charge=0 e_homo_ev=-7.7 e_tot_ev=-255922.39251 relative_energy_ev=0.191 max_force_ev_per_a=0.85 gap_ev=7.480
Sn -0.6689 0.8639 -0.7067 1.36
N -5.2766 -2.5067 4.9091 0.10
C -4.2000 -1.7766 4.4188 -0.32
C -3.9295 -1.7520 3.0494 -0.03
C -2.8273 -1.0793 2.5605 -0.05
C -1.9879 -0.4082 3.4387 -0.30
C -2.2578 -0.4048 4.7982 -0.05
C -3.3473 -1.0987 5.2893 -0.03
S -0.6188 0.5228 2.8382 0.56
O -0.0493 1.2033 3.9717 -0.32
O 0.2826 -0.3705 2.1186 -0.37
N -1.1540 1.5144 1.7025 -0.21
C -2.4182 2.0097 1.6368 -0.51
N -3.1488 2.2650 2.7300 0.15
C -4.3694 2.7391 2.5252 -0.12
C -4.8890 2.9937 1.2651 -0.06
C -4.0504 2.7136 0.2000 -0.13
N -2.8321 2.2273 0.3692 0.06
H -6.0017 -2.7162 4.2436 0.09
H -5.6325 -2.2204 5.8055 0.09
H -4.5824 -2.2769 2.3652 0.09
H -2.6455 -1.0699 1.4924 0.10
H -1.6063 0.1481 5.4612 0.11
H -3.5489 -1.1099 6.3542 0.11
H -4.9579 2.9326 3.4170 0.11
H -5.8865 3.3804 1.1219 0.09
H -4.3675 2.8708 -0.8261 0.11
O 4.3676 1.4733 -0.7560 -0.25
S 3.0919 0.8604 -0.5614 0.55
O 2.3114 1.5997 0.5453 -0.37
O 2.2243 0.7444 -1.7057 -0.38
C 3.3490 -0.7659 0.1012 -0.24
C 4.6017 -0.9444 0.6773 -0.05
C 5.0424 -2.2128 1.0096 -0.05
C 4.2494 -3.3075 0.7086 -0.05
C 2.9929 -3.1203 0.1563 -0.09
C 2.4871 -1.8501 -0.1183 -0.29
P 0.7123 -1.7863 -0.6502 1.09
C -0.0938 -3.0010 0.4522 -0.36
C -1.3183 -3.5266 0.0388 -0.13
C -2.0024 -4.4373 0.8293 -0.08
C -1.4943 -4.8024 2.0656 -0.08
C -0.3057 -4.2424 2.5097 -0.06
C 0.3916 -3.3497 1.7103 -0.10
C 0.8648 -2.6950 -2.2498 -0.33
C 1.5180 -2.0196 -3.2841 -0.10
C 1.6640 -2.6027 -4.5318 -0.08
C 1.1548 -3.8708 -4.7755 -0.08
C 0.5257 -4.5595 -3.7510 -0.07
C 0.3885 -3.9816 -2.4950 -0.08
H 5.2420 -0.0850 0.8221 0.12
H 6.0160 -2.3440 1.4620 0.11
H 4.6015 -4.3107 0.9111 0.11
H 2.3722 -3.9839 -0.0484 0.11
H -1.7443 -3.2269 -0.9096 0.08
H -2.9446 -4.8409 0.4811 0.10
H -2.0362 -5.4974 2.6946 0.10
H 0.0804 -4.4928 3.4896 0.11
H 1.2992 -2.8995 2.0859 0.11
H 1.9261 -1.0314 -3.1024 0.08
H 2.1738 -2.0611 -5.3189 0.11
H 1.2584 -4.3229 -5.7535 0.10
H 0.1426 -5.5576 -3.9220 0.11
H -0.0888 -4.5493 -1.7108 0.09
Br -4.8092 -2.3219 -1.0083 0.80
C -3.6408 -1.9017 -2.4326 -0.60
C -3.8820 -2.4891 -3.6870 -0.17
C -3.1061 -2.1813 -4.7638 -0.63
Br -3.4743 -2.9995 -6.4332 0.77
C -2.0565 -1.2395 -4.6436 -0.18
C -1.2215 -0.8090 -5.6978 -0.02
C -0.2547 0.1289 -5.4673 -0.04
C -0.0952 0.6349 -4.1668 -0.13
N -0.8487 0.2432 -3.1703 0.01
C -1.8231 -0.6703 -3.3737 -0.16
C -2.6054 -1.0079 -2.2093 -0.43
O -2.3383 -0.4799 -1.0451 -0.31
H -4.7021 -3.1859 -3.7898 0.10
H -1.3622 -1.2269 -6.6855 0.08
H 0.3920 0.4727 -6.2626 0.11
H 0.6775 1.3603 -3.9333 0.12
C 6.7241 4.6915 1.4154 -0.08
C 5.9079 4.9935 0.3329 -0.08
C 4.5965 4.5481 0.3097 -0.09
C 4.0795 3.7915 1.3634 -0.27
C 4.9110 3.5049 2.4476 -0.10
C 6.2250 3.9510 2.4765 -0.08
Si 2.3542 3.1149 1.3490 0.68
C 1.1519 4.1783 0.4213 -0.27
C 0.2032 4.9383 1.1058 -0.09
C -0.6948 5.7417 0.4178 -0.08
C -0.6596 5.7910 -0.9684 -0.08
C 0.2725 5.0354 -1.6663 -0.08
C 1.1697 4.2339 -0.9751 -0.12
H 7.7495 5.0384 1.4325 0.10
H 6.2957 5.5763 -0.4926 0.10
H 3.9684 4.8000 -0.5370 0.10
H 4.5269 2.9287 3.2829 0.10
H 6.8564 3.7242 3.3260 0.10
H 1.9331 2.7809 2.7117 0.04
H 0.1489 4.8873 2.1878 0.11
H -1.4300 6.3196 0.9632 0.10
H -1.3647 6.4127 -1.5058 0.10
H 0.2957 5.0642 -2.7486 0.10
H 1.8800 3.6332 -1.5357 0.10